(1)
DFT (ωB97M-V/def2-TZVPD) results for a cluster of 2 separate species, C2H5NO2 in total in a non-equilibrium geometry.

Structure (XYZ):
```
10
Properties=species:S:1:pos:R:3:lowdin_charge:R:1
C 0.820 0.769 -0.433 -0.005
C -0.212 1.138 0.271 -0.246
O -0.071 1.621 1.598 -0.060
H 1.730 1.018 -0.073 0.032
H 0.653 0.310 -1.380 0.048
H -1.203 0.864 -0.074 0.105
H -0.920 1.907 2.087 0.136
N 0.806 -3.064 -0.680 0.029
O 1.075 -3.125 0.531 -0.086
H 0.839 -2.032 -0.978 0.047
```

LUMO = -0.49 eV
Max |F| = 0.0676 hartree/bohr
Energy relative to the best compared isomer or geometry (same formula, charge and spin) = 113.1 kcal per mole
Structure (SMILES) = C=CO.N=O
Orbital gap = 9.02 eV
Highest occupied orbital energy = -9.51 eV

=====

(2)
DFT (ωB97M-V/def2-TZVPD) results for a structure of composition C2H2AgF in a non-equilibrium geometry.

Structure (XYZ):
```
6
Properties=species:S:1:pos:R:3:lowdin_charge:R:1
F 0.408 -0.002 -1.545 -0.920
C -2.853 -0.171 -5.021 -0.093
C -2.972 -0.232 -3.813 -0.054
H -2.717 -0.050 -6.138 0.032
H -3.070 -0.216 -2.741 0.022
Ag 0.545 -0.146 -4.309 0.012
```

LUMO (alpha / beta) = 4.07 / 3.46 eV
Net charge = -1
Max |F| = 0.0450 hartree/bohr
Energy relative to the best compared isomer or geometry (same formula, charge and spin) = 0.5 kcal per mole
2S+1 = 2
Orbital gap (alpha / beta) = 6.14 / 7.81 eV
Highest occupied orbital energy (alpha / beta) = -2.07 / -4.36 eV

=====

(3)
DFT (ωB97M-V/def2-TZVPD) results for a cluster of 6 separate species, C30H55ClIN4O10S in total in a non-equilibrium geometry.

Structure (XYZ):
```
102
Properties=species:S:1:pos:R:3:lowdin_charge:R:1
C 1.664 2.687 -0.897 0.042
C 1.483 3.302 -2.253 -0.443
O 2.276 3.982 -2.802 0.189
O 0.210 3.027 -2.822 0.070
C 0.146 2.901 -4.189 -0.421
O 0.437 3.766 -4.945 0.201
C -0.414 1.577 -4.703 0.006
N 0.526 0.471 -4.676 0.007
C 1.254 -0.030 -5.670 -0.055
N 2.002 -1.045 -5.293 0.159
C 1.732 -1.201 -3.986 -0.456
N 2.245 -2.114 -3.171 -0.382
I 3.546 -3.528 -3.765 0.989
N 0.820 -0.294 -3.576 0.048
C 0.223 -0.146 -2.259 -0.097
C -0.825 -1.235 -1.932 -0.123
C -0.652 -1.673 -0.477 -0.244
C -1.002 -0.541 0.493 -0.277
S -1.903 -1.074 1.920 0.336
O -2.017 0.019 2.830 -0.323
O -3.069 -1.790 1.516 -0.312
Cl -0.582 -2.383 2.774 0.458
H 1.715 3.510 -0.179 0.112
H 0.867 2.011 -0.604 0.065
H 2.631 2.184 -0.890 0.088
H -0.645 1.751 -5.752 0.149
H -1.336 1.316 -4.182 0.132
H 1.234 0.378 -6.670 0.160
H 1.988 -2.138 -2.192 0.045
H 1.047 -0.181 -1.534 0.121
H -0.206 0.851 -2.195 0.110
H -0.743 -2.090 -2.605 0.125
H -1.821 -0.795 -2.034 0.125
H -1.262 -2.553 -0.261 0.101
H 0.384 -1.975 -0.316 0.072
H -1.645 0.228 0.055 0.123
H -0.119 -0.062 0.915 0.074
C -4.181 4.421 -5.909 -0.158
C -5.069 3.178 -5.920 -0.160
C -4.109 2.106 -5.429 -0.203
O -3.194 2.762 -4.541 -0.181
C -3.340 4.189 -4.663 -0.184
H -4.738 5.355 -5.866 0.118
H -3.548 4.442 -6.798 0.117
H -5.893 3.297 -5.215 0.119
H -5.489 2.947 -6.898 0.116
H -3.543 1.672 -6.263 0.114
H -4.606 1.299 -4.891 0.119
H -3.842 4.564 -3.767 0.123
H -2.350 4.643 -4.722 0.112
C -5.682 1.563 3.089 -0.166
C -6.457 2.878 3.007 -0.167
C -6.028 3.402 1.642 -0.208
O -5.782 2.251 0.829 -0.147
C -5.753 1.079 1.648 -0.203
H -6.102 0.847 3.793 0.114
H -4.645 1.752 3.374 0.109
H -7.531 2.682 3.017 0.114
H -6.230 3.573 3.813 0.112
H -5.104 3.986 1.717 0.115
H -6.788 4.019 1.161 0.116
H -6.665 0.500 1.468 0.120
H -4.895 0.469 1.361 0.096
C 4.333 -0.022 2.254 -0.147
C 3.418 -1.228 2.463 -0.149
C 2.333 -0.961 1.435 -0.231
O 2.948 -0.258 0.346 -0.167
C 4.263 0.172 0.744 -0.183
H 5.349 -0.180 2.607 0.117
H 3.924 0.848 2.770 0.122
H 3.951 -2.149 2.220 0.110
H 3.036 -1.311 3.477 0.099
H 1.557 -0.322 1.867 0.100
H 1.874 -1.872 1.051 0.074
H 5.004 -0.445 0.227 0.121
H 4.403 1.209 0.436 0.111
C 4.990 -0.553 7.547 -0.164
C 3.581 -0.940 7.993 -0.164
C 2.766 -0.625 6.747 -0.196
O 3.637 -0.850 5.632 -0.176
C 4.985 -1.000 6.091 -0.202
H 5.780 -1.026 8.127 0.114
H 5.121 0.529 7.610 0.116
H 3.537 -2.008 8.217 0.115
H 3.234 -0.395 8.869 0.114
H 2.443 0.421 6.736 0.119
H 1.885 -1.259 6.640 0.117
H 5.274 -2.052 5.999 0.120
H 5.643 -0.404 5.458 0.113
C 2.135 -5.122 1.250 -0.148
C 1.017 -5.760 0.425 -0.142
C 0.710 -4.662 -0.581 -0.189
O 1.945 -3.964 -0.800 -0.239
C 2.909 -4.360 0.185 -0.195
H 2.754 -5.843 1.780 0.121
H 1.714 -4.429 1.983 0.095
H 1.390 -6.650 -0.086 0.120
H 0.146 -6.045 1.012 0.120
H -0.028 -3.959 -0.182 0.077
H 0.346 -5.045 -1.536 0.128
H 3.659 -4.996 -0.295 0.120
H 3.406 -3.471 0.568 0.096
```

LUMO = -3.04 eV
Net charge = +1
Max |F| = 0.0225 hartree/bohr
Orbital gap = 7.85 eV
Highest occupied orbital energy = -10.89 eV

=====

(4)
DFT (ωB97M-V/def2-TZVPD) results for a structure of composition C48H40N8O16 in a non-equilibrium geometry.

Structure (XYZ):
```
112
Properties=species:S:1:pos:R:3:lowdin_charge:R:1
C -31.545 10.679 -7.244 -0.068
C -31.004 10.990 -8.486 -0.053
C -31.410 10.249 -9.597 0.006
C -32.360 9.249 -9.452 -0.139
C -32.895 8.938 -8.202 -0.002
C -32.522 9.694 -7.124 -0.073
N -32.708 8.425 -10.598 -0.366
O -33.645 7.672 -10.480 0.080
O -32.105 8.555 -11.638 0.085
H -31.203 11.211 -6.366 0.106
H -30.323 11.804 -8.689 0.107
H -30.983 10.556 -10.542 0.096
H -33.601 8.121 -8.146 0.120
H -32.846 9.505 -6.108 0.109
C -22.575 12.611 -13.699 -0.047
C -23.870 12.558 -14.203 -0.036
C -24.752 11.604 -13.743 0.006
C -24.391 10.686 -12.761 -0.117
C -23.077 10.692 -12.317 -0.006
C -22.186 11.667 -12.761 -0.049
N -25.371 9.753 -12.231 -0.300
O -25.009 8.954 -11.391 0.106
O -26.488 9.762 -12.705 0.041
H -21.862 13.291 -14.145 0.089
H -24.146 13.165 -15.055 0.107
H -25.744 11.610 -14.178 0.073
H -22.818 10.048 -11.487 0.116
H -21.224 11.683 -12.266 0.108
C -26.873 15.069 -14.651 -0.033
C -28.037 14.282 -14.793 -0.019
C -28.345 13.325 -13.855 -0.082
C -27.543 13.190 -12.724 -0.113
C -26.463 14.015 -12.534 0.005
C -26.112 14.947 -13.495 -0.067
N -27.852 12.206 -11.693 -0.304
O -27.057 12.052 -10.782 0.071
O -28.924 11.661 -11.735 0.110
H -26.668 15.828 -15.387 0.077
H -28.624 14.372 -15.698 0.102
H -29.209 12.676 -13.935 0.017
H -25.883 13.983 -11.623 0.094
H -25.295 15.640 -13.343 0.098
C -22.244 12.054 -8.903 -0.065
C -23.554 12.165 -9.344 -0.051
C -24.089 13.453 -9.467 0.005
C -23.351 14.564 -9.156 -0.159
C -21.997 14.437 -8.788 -0.021
C -21.456 13.178 -8.675 -0.070
N -23.900 15.885 -9.321 -0.356
O -23.291 16.822 -8.848 0.081
O -24.923 16.022 -9.973 0.070
H -21.893 11.060 -8.652 0.113
H -24.156 11.271 -9.410 0.111
H -25.153 13.499 -9.668 0.102
H -21.400 15.299 -8.532 0.124
H -20.438 13.055 -8.334 0.112
C -21.908 16.297 -14.066 -0.066
C -20.817 15.782 -14.766 -0.069
C -19.848 15.079 -14.085 -0.025
C -19.982 14.780 -12.742 -0.152
C -21.110 15.273 -12.051 0.019
C -22.064 16.024 -12.728 -0.057
N -18.952 14.045 -12.028 -0.353
O -19.048 13.886 -10.828 0.075
O -17.986 13.702 -12.673 0.088
H -22.646 16.878 -14.605 0.110
H -20.734 15.921 -15.835 0.109
H -18.959 14.780 -14.625 0.123
H -21.074 15.049 -10.996 0.090
H -22.922 16.336 -12.146 0.103
C -28.915 18.503 -20.683 -0.096
C -29.025 18.487 -19.313 -0.079
C -29.348 17.288 -18.694 -0.021
C -29.600 16.173 -19.444 -0.142
C -29.387 16.162 -20.839 0.012
C -29.109 17.356 -21.459 -0.071
N -29.976 14.944 -18.747 -0.334
O -30.265 15.103 -17.574 0.066
O -29.871 13.881 -19.314 0.097
H -28.614 19.411 -21.196 0.107
H -28.705 19.362 -18.762 0.114
H -29.324 17.214 -17.615 0.124
H -29.385 15.261 -21.436 0.120
H -28.961 17.511 -22.519 0.108
C -27.664 11.197 -14.108 -0.053
C -27.928 11.748 -15.373 -0.022
C -29.224 12.089 -15.728 -0.037
C -30.254 11.944 -14.812 -0.150
C -29.970 11.497 -13.529 0.008
C -28.691 11.118 -13.188 -0.230
N -31.577 12.482 -15.102 -0.342
O -31.764 12.982 -16.181 0.088
O -32.381 12.500 -14.206 0.089
H -26.652 10.914 -13.854 0.044
H -27.140 12.026 -16.059 0.142
H -29.452 12.527 -16.693 0.117
H -30.799 11.282 -12.865 0.149
H -28.572 10.639 -12.224 0.097
C -23.639 17.554 -21.177 -0.069
C -24.908 17.963 -20.798 -0.050
C -25.515 17.320 -19.717 0.008
C -24.843 16.333 -19.010 -0.134
C -23.522 16.026 -19.353 -0.007
C -22.903 16.658 -20.405 -0.065
N -25.518 15.637 -17.923 -0.334
O -26.657 15.964 -17.660 0.071
O -24.869 14.847 -17.276 0.079
H -23.153 17.937 -22.067 0.109
H -25.323 18.810 -21.324 0.109
H -26.414 17.782 -19.328 0.102
H -23.037 15.187 -18.869 0.119
H -21.875 16.422 -20.636 0.111
```

LUMO = -1.23 eV
Max |F| = 0.1995 hartree/bohr
Energy relative to the best compared isomer or geometry (same formula, charge and spin) = 329.0 kcal per mole
Orbital gap = 6.16 eV
Highest occupied orbital energy = -7.39 eV

=====

(5)
DFT (ωB97M-V/def2-TZVPD) results for a cluster of 2 separate species, C14H10BBrO2 in total.

Structure (XYZ):
```
28
Properties=species:S:1:pos:R:3:lowdin_charge:R:1
O -1.385 1.042 0.298 0.097
C -0.471 0.256 0.189 -0.272
C -0.711 -1.221 0.192 -0.081
C -2.014 -1.684 0.301 -0.004
C -2.263 -3.043 0.298 -0.057
C -1.213 -3.946 0.188 -0.057
C 0.088 -3.491 0.083 -0.005
C 0.345 -2.128 0.085 -0.082
C 1.763 -1.663 -0.023 -0.275
O 2.681 -2.449 -0.090 0.110
C 2.000 -0.185 -0.055 -0.082
C 3.300 0.280 -0.185 -0.005
C 3.545 1.639 -0.221 -0.057
C 2.492 2.542 -0.127 -0.057
C 1.195 2.085 0.005 -0.004
C 0.943 0.722 0.042 -0.081
H -2.815 -0.963 0.384 0.121
H -3.280 -3.403 0.381 0.108
H -1.412 -5.010 0.184 0.108
H 0.920 -4.175 0.000 0.121
H 4.103 -0.441 -0.256 0.121
H 4.560 2.000 -0.323 0.108
H 2.687 3.606 -0.158 0.108
H 0.361 2.769 0.082 0.119
B -3.659 4.211 -0.338 -0.575
Br -5.526 4.237 -0.314 0.658
H -3.129 3.162 -0.328 -0.048
H -3.108 5.254 -0.293 -0.038
```

LUMO = -0.99 eV
Max |F| = 0.0124 hartree/bohr
Structure (SMILES) = O=C1c2ccccc2C(=O)c2ccccc21.BBr
Orbital gap = 8.88 eV
Highest occupied orbital energy = -9.88 eV

=====

(6)
DFT (ωB97M-V/def2-TZVPD) results for a structure of composition C24H28Co2O6P in a non-equilibrium geometry.

Structure (XYZ):
```
61
Properties=species:S:1:pos:R:3:lowdin_charge:R:1
C 0.068 -1.448 -3.911 -0.104
C -0.018 -1.537 -2.378 -0.467
C -1.449 -1.863 -1.966 -0.081
P 0.745 -0.081 -1.577 1.137
C 2.515 -0.150 -2.110 -0.471
C 3.066 -1.572 -2.252 -0.108
C 3.498 0.708 -1.298 -0.098
C 0.149 1.449 -2.398 -0.461
C 0.753 2.721 -1.786 -0.087
C -1.375 1.562 -2.504 -0.094
H -0.263 -2.406 -4.332 0.085
H -0.609 -0.677 -4.303 0.076
H 1.078 -1.258 -4.291 0.065
H 0.619 -2.365 -2.025 0.111
H -1.756 -2.777 -2.494 0.089
H -1.537 -2.071 -0.899 0.054
H -2.154 -1.071 -2.241 0.063
H 2.450 0.295 -3.120 0.108
H 4.095 -1.510 -2.633 0.081
H 3.085 -2.097 -1.288 0.088
H 2.502 -2.174 -2.970 0.056
H 4.485 0.635 -1.780 0.082
H 3.230 1.770 -1.282 0.059
H 3.605 0.353 -0.262 0.075
H 0.546 1.342 -3.424 0.104
H 0.231 3.595 -2.198 0.083
H 0.645 2.746 -0.693 0.076
H 1.811 2.830 -2.047 0.053
H -1.626 2.519 -2.984 0.084
H -1.818 0.765 -3.112 0.056
H -1.848 1.550 -1.511 0.042
O -1.339 -0.500 5.885 0.066
C -1.258 0.149 4.929 -0.194
Co -1.174 1.273 3.569 -0.030
C -2.163 2.648 4.027 -0.176
O -2.776 3.550 4.405 0.096
C 0.318 1.893 4.248 -0.215
O 1.246 2.358 4.755 0.073
C -0.571 1.836 1.711 -0.271
C -0.464 0.935 0.698 -0.344
C 0.639 0.065 0.211 -0.344
C 0.580 -1.228 1.131 -0.196
C 1.721 -1.611 1.858 -0.066
C 1.558 -2.383 3.012 -0.101
C 0.310 -2.930 3.327 -0.111
C -0.778 -2.715 2.482 -0.079
C -0.647 -1.817 1.419 -0.081
Co -2.176 1.237 1.168 0.008
C -3.257 0.330 0.102 -0.209
O -4.141 -0.203 -0.432 0.070
C -3.225 2.642 1.297 -0.176
O -4.008 3.476 1.450 0.079
C -2.892 0.302 2.610 -0.239
O -3.728 -0.389 3.054 0.052
H -0.130 2.836 1.751 0.065
H 1.609 0.535 0.455 0.105
H 2.704 -1.241 1.548 0.092
H 2.416 -2.563 3.659 0.092
H 0.176 -3.528 4.230 0.096
H -1.729 -3.226 2.642 0.107
H -1.545 -1.513 0.866 0.076
```

LUMO = 2.11 eV
Net charge = -1
Max |F| = 0.1131 hartree/bohr
Energy relative to the best compared isomer or geometry (same formula, charge and spin) = 63.3 kcal per mole
Orbital gap = 3.18 eV
Highest occupied orbital energy = -1.07 eV

=====

(7)
DFT (ωB97M-V/def2-TZVPD) results for a cluster of 3 separate species, C21H49N8O4P2 in total in a non-equilibrium geometry.

Structure (XYZ):
```
84
Properties=species:S:1:pos:R:3:lowdin_charge:R:1
C -2.815 -4.140 -7.009 -0.047
C -1.420 -3.864 -6.166 -0.087
C -1.487 -4.101 -4.513 0.103
C -0.133 -3.787 -3.645 0.014
C 0.011 -3.914 -2.005 -0.229
O -0.231 -5.138 -1.486 0.036
O 0.430 -2.754 -1.202 -0.094
C -0.309 -1.531 -1.556 -0.160
C 0.664 -0.354 -2.239 -0.217
N -0.156 0.852 -2.724 -0.030
C 1.248 -3.280 -4.441 0.061
C 1.163 -3.088 -6.077 0.043
N -0.136 -3.387 -6.810 0.046
H -3.477 -4.852 -6.357 0.105
H -3.325 -3.069 -7.134 0.122
H -2.514 -4.598 -8.050 0.105
H -2.455 -4.465 -3.959 0.135
H -0.668 -1.054 -0.522 0.155
H -1.284 -1.707 -2.184 0.133
H 1.419 -0.052 -1.382 0.121
H 1.271 -0.765 -3.165 0.097
H -1.152 0.530 -2.867 0.070
H 0.157 1.163 -3.673 0.072
H 2.227 -3.036 -3.821 0.133
H 2.156 -2.719 -6.608 0.146
H -0.151 -3.233 -7.861 0.169
O -3.425 3.122 -1.566 -0.329
P -3.692 3.876 -0.240 0.751
N -2.168 4.644 -0.247 -0.366
C -0.929 4.056 0.220 -0.134
C -1.899 5.428 -1.459 -0.147
N -3.757 2.448 0.692 -0.354
C -2.629 1.813 1.341 -0.135
C -4.647 1.411 0.157 -0.155
N -3.999 4.742 1.284 -0.273
C -3.522 6.087 1.564 -0.115
C -5.182 4.401 2.072 -0.123
H -0.092 4.762 0.126 0.086
H -0.670 3.159 -0.339 0.067
H -0.970 3.842 1.288 0.063
H -2.796 5.975 -1.767 0.073
H -1.581 4.793 -2.292 0.073
H -1.123 6.179 -1.278 0.080
H -1.866 1.501 0.623 0.065
H -2.932 0.919 1.899 0.084
H -2.197 2.470 2.098 0.073
H -4.158 0.823 -0.627 0.065
H -5.551 1.862 -0.266 0.071
H -4.981 0.729 0.948 0.080
H -2.500 6.058 1.948 0.085
H -4.113 6.607 2.329 0.080
H -3.554 6.720 0.668 0.084
H -4.876 3.893 2.992 0.093
H -5.859 3.741 1.523 0.071
H -5.780 5.278 2.347 0.079
O 1.922 -0.951 4.612 -0.303
P 2.620 -1.667 3.429 0.754
N 3.862 -2.305 4.410 -0.369
C 5.059 -1.596 4.817 -0.132
C 3.379 -3.114 5.535 -0.145
N 3.026 -0.210 2.637 -0.356
C 4.247 0.543 2.832 -0.131
C 1.907 0.725 2.471 -0.155
N 3.421 -2.489 2.069 -0.272
C 4.089 -3.777 2.179 -0.116
C 2.973 -2.215 0.706 -0.135
H 5.710 -2.233 5.431 0.087
H 4.825 -0.705 5.396 0.081
H 5.679 -1.342 3.958 0.062
H 2.544 -3.748 5.219 0.072
H 3.043 -2.492 6.369 0.078
H 4.161 -3.791 5.898 0.081
H 4.356 0.886 3.864 0.081
H 4.282 1.432 2.190 0.083
H 5.116 -0.043 2.529 0.069
H 1.738 1.317 3.376 0.080
H 0.985 0.183 2.239 0.062
H 2.084 1.410 1.634 0.075
H 5.117 -3.646 2.525 0.085
H 4.161 -4.311 1.223 0.077
H 3.559 -4.448 2.866 0.085
H 3.742 -1.644 0.175 0.092
H 2.045 -1.638 0.692 0.053
H 2.765 -3.126 0.132 0.065
```

LUMO = -5.51 eV
Net charge = +1
Max |F| = 0.1828 hartree/bohr
Energy relative to the best compared isomer or geometry (same formula, charge and spin) = 310.5 kcal per mole
Orbital gap = 3.76 eV
Highest occupied orbital energy = -9.27 eV

=====

(8)
DFT (ωB97M-V/def2-TZVPD) results for the molecule C5H8FNS.

Structure (XYZ):
```
16
Properties=species:S:1:pos:R:3:lowdin_charge:R:1
C 1.441 0.633 -1.742 -0.040
C 0.573 0.088 -0.642 -0.358
N 1.027 -1.077 -0.093 0.141
C -0.547 0.775 -0.265 -0.133
C -1.445 0.571 0.846 -0.751
S -2.652 1.641 1.190 0.684
C -1.249 -0.584 1.809 -0.225
F -1.245 -1.815 1.148 -0.070
H 2.464 0.799 -1.366 0.092
H 1.510 -0.067 -2.580 0.086
H 1.055 1.587 -2.128 0.083
H 0.362 -1.663 0.398 0.075
H 1.793 -1.530 -0.551 0.101
H -0.772 1.695 -0.846 0.100
H -0.274 -0.446 2.292 0.127
H -2.041 -0.607 2.530 0.088
```

LUMO = -0.27 eV
Max |F| = 0.0189 hartree/bohr
Energy relative to the best compared isomer or geometry (same formula, charge and spin) = 1.5 kcal per mole
Structure (SMILES) = C/C(N)=C/C(=S)CF
Orbital gap = 7.92 eV
Highest occupied orbital energy = -8.19 eV